Molecular formula: C6H14ClN
Method: DFT, ωB97M-V/def2-TZVPD

HOMO level: -8.09 eV
energy: -20460.7272 eV
HOMO-LUMO gap: 9.06 eV
multiplicity: 1
structure (SMILES): CCN(CC)CCCl
total charge: 0
relative energy (zero: lowest compared OMol25 entry of this formula, charge and spin): 0.246 eV
M: 135.64 g/mol

Structure (XYZ):
```
22
Properties=species:S:1:pos:R:3:forces:R:3
C -0.394 2.008 0.268 1.85 -1.47 0.20
C 0.335 1.230 -0.827 -1.33 -0.48 0.20
N 0.228 -0.224 -0.681 0.85 0.45 -0.19
C -0.992 -0.879 -1.028 -1.53 0.66 0.27
C -1.998 -1.203 0.154 0.57 -1.16 -0.76
C 0.888 -0.858 0.412 -0.60 -1.41 1.52
C 2.201 -0.247 0.814 0.41 -0.30 0.44
Cl 3.341 -0.364 -0.571 0.16 0.35 0.37
H -0.512 2.996 -0.004 -0.32 2.23 -0.61
H 0.117 1.989 1.228 -0.18 -0.24 0.18
H -1.314 1.519 0.270 -1.87 -0.39 0.77
H 1.371 1.496 -0.893 0.48 0.23 -0.43
H -0.252 1.486 -1.731 0.89 -0.18 -0.01
H -1.526 -0.201 -1.772 0.63 -1.20 0.62
H -0.713 -1.862 -1.446 -0.41 0.32 -0.27
H -2.869 -1.695 -0.288 -0.03 0.12 -0.02
H -1.566 -1.957 0.830 0.00 0.18 -0.24
H -2.352 -0.416 0.792 0.01 0.79 -0.01
H 0.273 -0.837 1.373 0.41 0.08 -0.75
H 0.990 -1.991 0.205 0.07 1.65 0.09
H 2.090 0.766 1.219 0.09 0.13 -0.84
H 2.654 -0.755 1.676 -0.16 -0.37 -0.52
```
Positions in Å, forces in eV/Å.

Atom charges from the natural (NBO) analysis, given in e for atoms 1 to 4: C -0.625; C -0.198; N -0.470; C -0.197

***

Molecular formula: C6H14CuIN2O2
Method: DFT, ωB97M-V/def2-TZVPD

HOMO level (alpha / beta): -11.90 / -11.75 eV
energy: -66257.8071 eV
HOMO-LUMO gap (alpha / beta): 7.15 / 3.83 eV
multiplicity: 2
total charge: +1
relative energy (zero: lowest compared OMol25 entry of this formula, charge and spin): 0.000 eV
M: 336.64 g/mol

Structure (XYZ):
```
26
Properties=species:S:1:pos:R:3:forces:R:3
Cu -1.959 17.096 23.140 -0.11 1.13 0.11
I -4.241 18.608 23.968 0.50 -0.46 -0.13
C 0.552 20.161 21.391 -0.36 -0.25 -0.02
C -0.405 19.847 22.499 0.10 -0.16 0.03
O -0.755 18.667 22.720 -0.42 -0.46 0.00
N -0.880 20.863 23.207 -0.20 0.14 0.12
C -0.449 22.247 23.085 0.14 0.41 -0.48
H 0.909 19.226 20.976 0.16 0.01 -0.01
H 1.375 20.791 21.714 0.05 0.03 -0.03
H -0.026 20.683 20.623 0.20 0.10 -0.03
H -1.626 20.679 23.860 0.18 -0.21 0.11
H -0.727 22.688 22.124 -0.15 -0.14 0.07
H 0.633 22.342 23.160 -0.03 -0.10 0.24
H -0.916 22.834 23.868 0.03 -0.04 0.09
C -7.829 20.829 24.427 0.32 -0.08 -0.07
C -8.629 19.816 23.642 0.49 -0.08 -0.01
O -9.831 19.845 23.562 -0.48 0.00 -0.05
N -7.880 18.838 23.036 0.03 -0.11 0.06
C -8.450 17.775 22.244 0.01 -0.19 -0.37
H -7.388 20.346 25.303 -0.06 0.06 0.03
H -8.465 21.645 24.747 -0.10 -0.02 0.02
H -7.013 21.230 23.820 -0.03 0.00 0.02
H -6.879 18.838 23.103 -0.08 0.35 0.09
H -8.182 17.888 21.189 -0.07 0.01 0.05
H -9.532 17.796 22.323 -0.03 0.07 0.11
H -8.085 16.803 22.579 -0.07 0.00 0.06
```
Positions in Å, forces in eV/Å.

Atom charges from the natural (NBO) analysis, given in e for atoms 1 to 4: Cu 0.919; I 0.021; C -0.716; C 0.727

***

Molecular formula: C6H14CuO4
Method: DFT, ωB97M-V/def2-TZVPD

HOMO level (alpha / beta): -1.95 / -3.02 eV
energy: -59272.7018 eV
HOMO-LUMO gap (alpha / beta): 5.17 / 5.18 eV
multiplicity: 3
total charge: -1
relative energy (zero: lowest compared OMol25 entry of this formula, charge and spin): 0.341 eV
M: 213.72 g/mol

Structure (XYZ):
```
25
Properties=species:S:1:pos:R:3:forces:R:3
C 0.179 2.860 0.235 -0.50 0.37 0.17
O 1.094 1.835 0.001 0.23 -0.75 0.64
C 1.498 1.148 1.203 0.30 -0.01 -1.25
C 2.229 -0.112 0.816 -0.07 -0.46 -0.60
O 1.292 -1.218 0.717 -0.68 0.10 -0.03
C 0.610 -1.428 -0.662 0.50 0.19 1.43
C -0.874 -1.599 -0.437 -0.23 -0.42 -0.12
O -1.332 -0.531 0.388 -0.46 0.47 -0.13
C -2.742 -0.404 0.456 0.04 -0.02 -0.01
Cu -0.067 -0.126 1.980 0.68 0.57 0.70
H -0.078 3.320 -0.729 0.12 -0.16 0.22
H -0.750 2.474 0.699 0.31 0.13 -0.12
H 0.597 3.641 0.897 -0.09 -0.17 -0.10
H 2.177 1.813 1.770 -0.66 -0.12 0.35
H 2.956 -0.384 1.596 -0.31 0.00 -0.14
H 2.774 -0.039 -0.144 -0.15 0.16 0.24
H 1.021 -2.412 -0.947 0.06 1.28 -0.76
H 0.762 -0.464 -1.170 0.47 -1.10 -0.40
H -1.096 -2.561 0.055 0.01 0.20 0.01
H -1.403 -1.567 -1.402 0.51 -0.10 0.13
H -2.962 0.419 1.146 0.04 -0.24 -0.17
H -3.143 -0.178 -0.542 0.04 -0.08 0.17
H -3.195 -1.331 0.839 0.05 0.19 -0.08
O 0.369 -1.975 -3.147 -0.25 0.01 0.01
H 0.087 -1.181 -3.617 0.02 -0.03 -0.15
```
Positions in Å, forces in eV/Å.

Atom charges from the natural (NBO) analysis, given in e for atoms 1 to 4: C -0.237; O -0.559; C -0.212; C -0.142

***

Molecular formula: C6H14FNdO3
Method: DFT, ωB97M-V/def2-TZVPD

HOMO level (alpha / beta): -9.26 / -9.26 eV
energy: -30574.8392 eV
HOMO-LUMO gap (alpha / beta): 4.32 / 4.26 eV
multiplicity: 5
total charge: +1
M: 297.41 g/mol

Structure (XYZ):
```
25
Properties=species:S:1:pos:R:3:forces:R:3
F -1.449 -2.829 -2.538 0.23 1.04 0.67
C -2.964 1.412 0.454 -0.78 -0.01 0.00
O -1.715 0.776 0.215 -0.67 -0.22 0.01
C -1.572 0.251 -1.109 0.21 -0.31 -0.82
C -0.415 -0.715 -1.099 0.81 0.14 0.45
O 0.779 -0.044 -0.280 -1.01 0.57 -0.57
C 1.784 -0.934 0.170 -0.05 -1.04 -0.10
C 2.612 -0.244 1.227 0.60 -0.43 -0.49
O 1.698 0.371 2.132 0.44 -0.50 0.52
C 2.291 0.835 3.337 0.48 0.01 0.52
Nd 0.159 1.713 1.105 -0.17 1.76 0.10
H -2.798 2.189 1.209 -0.18 0.02 0.00
H -3.348 1.867 -0.470 0.12 -0.08 0.34
H -3.679 0.674 0.840 0.13 0.28 -0.14
H -1.375 1.085 -1.803 -0.26 -0.10 0.14
H -2.496 -0.282 -1.403 0.62 0.00 -0.08
H 0.018 -0.758 -2.109 -0.51 -1.24 0.57
H -0.675 -1.565 -0.450 0.40 -0.26 -1.23
H 2.428 -1.264 -0.659 -0.21 0.05 0.21
H 1.291 -1.816 0.613 0.21 0.15 -0.21
H 3.272 0.522 0.791 -0.12 -0.08 0.15
H 3.233 -0.979 1.759 -0.15 0.18 -0.15
H 1.544 1.449 3.852 0.14 -0.11 0.07
H 2.563 -0.024 3.967 -0.08 0.31 -0.08
H 3.184 1.438 3.120 -0.21 -0.14 0.10
```
Positions in Å, forces in eV/Å.

Atom charges from the Mulliken analysis, given in e for atoms 1 to 4: F -0.858; C -0.694; O -0.343; C -0.528

***

Molecular formula: C6H14KO4
Method: DFT, ωB97M-V/def2-TZVPD

HOMO level: -1.75 eV
energy: -30957.0391 eV
HOMO-LUMO gap: 4.14 eV
multiplicity: 1
total charge: -1
M: 189.27 g/mol

Structure (XYZ):
```
25
Properties=species:S:1:pos:R:3:forces:R:3
C -2.658 -1.128 2.078 -0.04 2.49 3.32
H -3.232 -0.414 1.466 -0.26 -1.31 0.27
H -2.750 -2.154 2.469 -0.16 -0.50 -2.13
H -2.666 -0.808 3.131 0.13 1.81 0.05
O -1.052 0.075 2.173 -0.18 -1.14 0.95
C -1.070 1.421 1.726 -0.92 -0.16 -0.50
C -0.975 1.615 0.233 -0.53 0.42 -0.05
O 0.454 1.394 -0.098 0.97 0.35 -0.27
C 0.757 1.369 -1.456 -0.47 0.05 0.19
C 2.010 0.556 -1.689 0.26 0.31 -0.13
O 1.734 -0.789 -1.345 0.58 -0.26 -0.29
C 2.835 -1.657 -1.469 0.02 0.14 -0.09
H -0.232 1.940 2.261 -0.21 -0.39 0.06
H -2.020 1.908 2.050 0.26 0.04 -0.09
H -1.163 2.699 0.051 0.06 -0.19 0.00
H 0.906 2.387 -1.869 0.00 -0.12 0.02
H -0.080 0.910 -2.020 0.11 0.12 0.11
H 2.845 0.939 -1.074 -0.17 -0.11 -0.07
H 2.309 0.621 -2.750 -0.04 -0.03 0.13
H 2.543 -2.623 -1.040 0.09 0.19 -0.13
H 3.106 -1.797 -2.529 0.02 -0.01 0.20
H 3.713 -1.266 -0.927 -0.16 -0.11 -0.10
K -0.060 -1.023 0.383 -0.27 -1.03 -0.41
O -2.257 -2.221 0.397 1.01 -0.80 -0.98
H -2.996 -1.953 -0.153 -0.07 0.24 -0.06
```
Positions in Å, forces in eV/Å.

Atom charges from the natural (NBO) analysis, given in e for atoms 1 to 4: C -0.200; H 0.207; H 0.171; H 0.115

***

Molecular formula: C6H14MnN4S5
Method: DFT, ωB97M-V/def2-TZVPD

HOMO level (alpha / beta): -7.16 / -7.09 eV
energy: -97906.6956 eV
HOMO-LUMO gap (alpha / beta): 6.47 / 7.01 eV
multiplicity: 4
total charge: 0
relative energy (zero: lowest compared OMol25 entry of this formula, charge and spin): 1.176 eV
M: 357.48 g/mol

Structure (XYZ):
```
30
Properties=species:S:1:pos:R:3:forces:R:3
Mn 0.174 1.362 0.622 0.07 0.32 0.53
N 1.593 0.807 2.039 0.36 -0.35 0.45
C 0.920 0.292 3.252 -0.23 0.13 -0.03
C -0.350 1.104 3.471 0.24 -0.09 0.06
N -1.139 1.062 2.222 -0.37 -0.44 0.43
H 2.258 0.125 1.689 -0.03 -0.06 -0.08
H 2.098 1.663 2.249 -0.09 0.14 -0.11
H 1.565 0.354 4.130 0.00 -0.05 0.00
H 0.668 -0.756 3.078 0.06 -0.01 0.00
H -0.079 2.145 3.638 -0.10 0.02 0.02
H -0.910 0.724 4.328 -0.01 -0.02 -0.03
H -1.874 1.759 2.254 0.12 0.21 -0.18
H -1.588 0.152 2.126 -0.05 -0.01 0.00
S 0.307 3.700 -2.515 0.02 -0.49 0.25
C 0.239 2.344 -1.577 0.08 1.32 -2.22
S -1.278 1.637 -1.123 0.07 0.03 0.33
S 1.700 1.523 -1.077 -0.11 -0.12 0.22
S -0.221 -1.137 0.371 0.00 -0.69 0.44
C -0.287 -1.591 -1.251 -0.13 -0.30 0.01
N 0.699 -1.504 -2.138 0.05 0.22 -0.22
C 0.300 -1.995 -3.454 0.08 -0.01 -0.11
C -1.151 -2.465 -3.227 -0.09 0.00 -0.05
N -1.334 -2.215 -1.802 -0.03 0.02 -0.14
H 1.397 -0.778 -2.024 0.05 0.07 0.19
H 0.946 -2.818 -3.758 -0.01 0.03 0.00
H 0.370 -1.206 -4.203 -0.02 0.01 0.05
H -1.279 -3.523 -3.453 0.02 0.02 -0.01
H -1.863 -1.893 -3.823 -0.01 0.01 0.04
H -2.223 -2.261 -1.339 0.05 0.00 0.13
S 0.345 3.389 1.296 0.00 0.10 0.02
```
Positions in Å, forces in eV/Å.

Atom charges from the natural (NBO) analysis, given in e for atoms 1 to 4: Mn 0.456; N -0.808; C -0.231; C -0.242